Below is a cluster of 3 separate species, C27H49ClN2O3 in total in a non-equilibrium geometry, with properties calculated with wB97M-V/def2-TZVPD.

XYZ file:
```
82
Properties=species:S:1:pos:R:3:forces:R:3:lowdin_charge:R:1
C 0.433 -2.663 1.284 -0.39 -0.69 0.19 -0.21
H -7.907 -1.658 1.861 0.08 0.02 -0.03 0.12
O 4.354 4.492 0.698 0.11 0.02 -0.17 -0.18
H -3.303 3.134 1.672 0.09 0.05 0.14 0.06
H 0.750 -0.644 -0.099 0.07 0.14 0.01 0.12
H -7.341 1.455 1.972 0.01 -0.03 0.00 0.07
H 2.542 -1.033 2.045 0.14 -0.09 -0.10 0.13
C -8.095 1.007 2.621 -0.03 0.01 -0.05 -0.11
H 7.556 -2.983 -2.003 0.05 -0.05 -0.01 0.11
C -4.108 2.048 -0.543 0.28 -0.09 -0.58 -0.22
C -1.625 -2.108 -0.147 -0.31 -0.67 0.27 -0.20
H -7.582 0.406 3.375 0.01 0.00 0.00 0.08
C 7.486 -5.377 -0.699 -0.02 -0.13 -0.02 -0.24
H -2.303 1.003 1.157 -0.16 -0.01 0.09 0.09
H -1.474 -3.563 1.398 0.01 -0.13 -0.03 0.11
C 3.599 4.144 -0.444 -0.17 -0.08 0.02 -0.22
C 3.768 4.025 1.884 -0.09 0.04 0.54 -0.12
H 4.673 -4.022 -2.116 0.01 -0.01 0.01 0.08
H 2.106 0.859 -2.718 -0.03 -0.31 -0.20 0.12
O 1.515 -2.464 0.388 0.09 0.24 -0.14 -0.10
C 5.452 -3.349 -1.751 0.06 0.07 0.02 -0.11
C 0.698 1.585 1.966 0.60 0.05 0.17 0.11
H 3.064 -2.037 -1.298 0.08 0.07 0.08 0.11
C 1.728 -1.103 0.068 -0.26 0.38 -0.23 -0.30
H -9.853 -0.222 2.495 -0.01 -0.06 -0.05 0.11
H -2.018 2.654 -0.790 -0.04 -0.12 -0.07 0.09
C 2.502 -1.102 -1.251 0.41 -0.57 -0.12 -0.12
H 0.125 2.440 2.230 -0.24 -0.11 0.02 0.02
H 3.857 2.943 2.014 -0.07 -0.06 -0.15 0.08
H -2.364 -2.639 -0.753 0.03 0.15 -0.17 0.11
C 1.530 0.746 1.734 -0.02 -0.02 -0.68 -0.13
H 4.055 4.647 -1.297 0.24 -0.04 0.06 0.12
H -0.611 -4.045 -0.050 0.27 0.03 -0.02 0.11
H -3.428 0.313 -1.583 0.08 -0.21 0.04 0.11
H 3.021 2.938 -2.728 0.19 -0.03 -0.26 0.12
C 3.660 2.259 -2.156 -0.64 -0.22 0.29 -0.19
H 2.708 4.298 1.949 -0.05 -0.04 -0.12 0.09
H 4.687 2.380 -2.490 0.07 0.04 0.05 0.10
H 0.171 -1.753 1.831 0.18 0.13 -0.06 0.11
H -8.615 1.816 3.134 0.02 0.00 0.01 0.07
O 3.413 -0.016 -1.387 -0.62 0.21 -0.02 -0.17
C -2.399 0.298 0.333 -0.35 -0.73 -0.47 -0.20
H 6.496 -5.817 -2.487 -0.02 -0.03 0.08 0.12
C 2.407 -0.327 1.220 -0.44 -0.10 0.93 -0.11
C -3.637 0.578 -0.545 0.06 0.64 0.34 -0.21
H -1.000 -1.553 -0.848 0.10 0.02 0.04 0.09
H -9.586 0.785 1.084 -0.01 -0.06 -0.04 0.11
C -2.379 -1.168 0.824 0.46 0.20 -0.43 -0.19
H 4.272 4.492 2.730 0.13 0.07 -0.13 0.09
H -4.476 -0.034 -0.224 0.12 -0.07 -0.05 0.05
N 7.673 -5.580 0.416 -0.01 0.05 0.02 0.14
H 6.743 -3.526 -3.458 0.06 -0.05 -0.01 0.11
C -9.082 0.161 1.824 0.06 0.17 0.18 -0.26
C -2.803 3.742 0.918 0.14 -0.42 -0.48 -0.11
H 3.395 0.053 0.976 -0.04 0.11 -0.19 0.11
C 7.248 -5.118 -2.118 0.10 0.17 -0.19 -0.20
C -0.823 -3.195 0.598 -0.27 0.62 0.17 -0.17
C -8.418 -1.031 1.128 -0.27 0.04 0.05 -0.19
H -1.934 -1.226 1.820 0.06 0.02 -0.01 0.10
C 3.497 2.628 -0.675 0.01 0.13 -0.32 -0.17
H 8.170 -5.325 -2.666 0.03 -0.06 0.08 0.12
H -1.745 3.820 1.170 -0.03 0.12 0.16 0.05
H -3.192 3.886 -1.189 0.11 -0.04 -0.09 0.09
H -3.235 4.740 0.941 -0.05 0.03 0.07 0.06
H -9.177 -1.653 0.651 0.06 -0.01 -0.07 0.12
H 2.525 2.281 -0.325 0.05 -0.13 0.12 0.10
C -2.969 3.086 -0.480 -0.38 0.47 0.45 -0.25
H 0.759 -3.389 2.033 0.12 0.00 -0.06 0.13
H -3.395 -1.557 0.899 -0.09 0.14 0.26 0.10
H -4.652 2.209 -1.476 -0.14 -0.06 0.07 0.10
H -1.519 0.416 -0.304 0.18 0.30 0.25 0.09
H -4.838 2.226 0.250 0.12 0.01 0.15 0.09
H 5.492 -3.429 -0.663 -0.02 -0.04 0.00 0.08
H 2.591 4.572 -0.340 -0.03 -0.05 -0.04 0.12
C -7.458 -0.607 0.110 0.10 -0.12 0.01 -0.20
C 3.162 0.828 -2.458 1.03 0.64 0.56 -0.68
N -6.697 -0.275 -0.683 -0.26 0.01 -0.03 0.18
Cl 4.113 0.211 -3.888 -0.43 -0.06 -0.22 0.60
H 4.268 2.120 -0.097 0.01 0.00 0.09 0.12
C 6.802 -3.676 -2.378 -0.21 0.12 0.00 -0.26
H 5.158 -2.329 -2.001 0.02 0.00 -0.01 0.05
H 1.815 -1.124 -2.098 -0.10 0.06 0.03 0.13
```
Positions in Å, forces in eV/Å.

As for the spin multiplicity: 1. For the LUMO energy, the calculation gives 0.63 eV. The total energy comes out at -50435.3214 eV.

Below is a structure of composition C27H49FN4O4PSn in a non-equilibrium geometry, with properties calculated with wB97M-V/def2-TZVPD.

XYZ file:
```
87
Properties=species:S:1:pos:R:3:forces:R:3:lowdin_charge:R:1
H -3.386 0.134 3.023 0.01 0.18 -0.15 0.10
C -0.901 -0.796 1.183 0.76 -0.21 -0.71 -0.10
H -0.531 -1.783 0.895 -0.12 -0.15 0.01 0.12
H -4.668 -1.182 3.194 -0.20 0.39 0.01 -0.02
C -0.332 1.627 0.991 -0.16 0.48 -0.74 -0.07
C 1.260 0.551 -5.424 0.13 -0.13 0.14 -0.13
C -2.388 -0.819 0.960 -0.37 -0.28 0.85 -0.14
C -2.630 2.820 0.896 0.05 0.72 -0.16 -0.43
H -1.726 -0.908 -2.658 -0.12 -0.10 -0.01 0.15
H 2.247 -1.690 3.598 -0.14 -0.17 -0.02 0.12
C 1.242 -0.197 -0.086 0.36 -0.30 -0.87 -0.38
H 2.078 1.762 0.022 0.05 0.18 -0.06 0.11
H 2.842 -1.428 0.595 0.05 -0.04 -0.31 0.10
H 5.955 -3.128 -1.009 0.16 -0.08 0.03 0.09
H 2.928 -0.215 4.268 0.17 -0.21 0.11 0.11
H 4.107 0.707 0.051 0.06 -0.18 0.15 0.11
N -3.029 -1.689 2.006 -0.29 0.99 -0.70 -0.05
C -3.737 2.703 -0.148 -0.18 -0.17 0.29 -0.08
C -4.017 -2.505 1.380 -0.27 0.84 0.08 -0.48
H 1.663 1.314 -1.601 -0.25 -0.14 -0.11 0.11
N 0.938 1.843 -5.443 -0.28 -0.14 0.28 0.08
H 4.193 -3.189 -0.886 -0.15 0.05 -0.02 0.08
O -4.000 -3.681 1.426 0.04 -1.54 0.17 0.20
C -2.743 4.195 1.576 0.29 -0.36 -0.33 -0.07
H -1.909 4.347 2.258 -0.08 0.01 0.29 0.08
C 2.168 -0.607 3.588 0.32 0.79 0.17 -0.26
H 1.190 -1.390 -4.499 0.03 -0.12 -0.07 0.10
H -1.287 2.494 -0.788 0.02 -0.19 -0.05 0.08
H 1.848 0.183 -6.257 0.08 0.09 -0.07 0.11
H -3.887 3.660 -0.641 0.10 0.09 -0.23 0.08
C 0.192 2.290 -4.429 0.30 -0.65 0.02 -0.12
H -0.738 3.635 0.395 0.16 0.11 -0.11 0.11
H -0.741 1.477 1.985 -0.01 -0.20 0.19 0.11
H 0.637 2.084 1.156 0.16 -0.10 -0.05 0.09
H 2.996 -2.422 -3.200 -0.08 -0.08 0.10 0.07
H -2.765 2.097 1.701 -0.03 -0.36 -0.10 0.09
C 5.082 -2.659 -0.563 -0.14 -0.47 -0.31 0.01
C 3.579 0.622 -0.892 -0.09 0.01 -0.43 -0.14
Sn -6.382 0.079 2.434 -0.17 0.42 0.74 1.17
C 2.092 0.931 -0.681 0.25 0.15 0.19 -0.07
P -0.395 -1.022 -1.971 0.64 -0.02 0.10 0.57
O 6.058 -0.545 -0.815 0.73 0.77 0.25 0.13
H -2.653 4.960 0.808 -0.12 0.21 -0.03 0.08
C 0.128 0.113 -3.361 -0.01 0.57 -0.65 -0.20
C 2.493 -0.042 2.207 -0.15 -0.35 -0.13 -0.15
C -3.561 -0.935 3.130 0.21 -1.03 0.15 -0.30
H -0.877 1.863 -2.626 -0.04 0.02 -0.02 0.09
H 5.184 -2.759 0.514 0.02 0.12 0.15 0.09
O 1.017 -1.183 -1.116 -0.11 -0.01 0.18 -0.15
H -4.692 2.471 0.328 -0.15 -0.08 0.04 0.04
H -5.565 -0.918 0.974 0.42 -0.42 -0.72 -0.19
N 0.836 -0.182 4.055 -0.13 -0.37 0.05 0.00
H 3.574 0.054 2.143 0.13 0.10 -0.05 0.11
H 0.886 0.792 4.333 0.02 0.11 -0.12 0.07
H -2.845 0.172 0.979 -0.01 0.16 -0.04 0.11
C 0.893 -0.360 -4.431 -0.44 0.42 0.09 -0.05
H -3.533 1.949 -0.906 0.03 -0.14 -0.04 0.07
F -0.005 -2.326 -2.882 0.14 -0.11 -0.07 -0.25
C 3.849 -1.920 -3.653 -0.51 0.18 0.21 -0.07
H -4.605 -1.418 -0.344 -0.10 0.17 -0.16 0.10
C 1.993 -0.916 1.028 -0.10 0.26 0.88 -0.08
H 4.717 -2.562 -3.546 0.13 -0.10 -0.10 0.07
H -3.693 4.307 2.090 -0.09 0.13 0.14 0.08
C -3.036 -1.446 4.468 -0.26 0.37 0.24 -0.04
C 5.083 -1.215 -0.956 -0.55 -0.67 -0.11 -0.50
C -0.203 0.265 0.269 -1.07 -0.65 1.55 -0.38
H -3.573 -2.331 4.792 0.06 -0.23 -0.05 0.09
C 4.054 -0.565 -2.972 0.04 -1.00 -0.32 -0.20
C -1.220 2.667 0.279 -0.04 0.29 0.57 -0.13
H -0.083 3.335 -4.429 0.00 0.11 -0.08 0.11
C -0.246 1.458 -3.402 -0.17 -0.01 0.15 -0.06
H -1.135 -2.021 -1.194 -0.32 0.13 0.07 0.13
H 2.089 0.967 2.178 -0.01 0.17 -0.09 0.10
H -5.832 -2.548 0.191 -0.31 -0.02 0.28 0.11
H 5.074 -0.249 -3.195 0.06 0.48 0.04 0.12
H -1.983 -1.675 4.368 0.19 0.00 -0.02 0.08
H 3.994 1.411 -1.521 0.06 0.23 0.05 0.13
H -3.171 -0.680 5.230 0.03 0.02 0.11 0.08
H -0.628 -0.679 2.227 -0.05 0.23 0.16 0.09
N 3.859 -0.685 -1.516 0.25 0.63 0.37 -0.08
H 1.380 -1.701 1.457 -0.21 -0.14 -0.14 0.11
H -2.629 -1.255 -0.001 0.24 -0.02 -0.24 0.09
O -0.939 0.217 -0.940 0.63 0.36 -0.53 -0.28
H 0.629 -0.675 4.916 -0.07 -0.07 0.00 0.07
H 3.602 -1.788 -4.702 0.30 -0.02 -0.22 0.07
C -5.100 -1.829 0.532 0.48 -0.01 -0.36 -0.02
H 3.368 0.162 -3.391 -0.21 0.16 0.21 0.10
```
Positions in Å, forces in eV/Å.

As for the spin multiplicity: 1. For the LUMO energy, the calculation gives -7.71 eV. As for the total charge: +1. The total energy comes out at -60767.8770 eV.

Below is a structure of composition C27H49N11OPb, with properties calculated with wB97M-V/def2-TZVPD.

XYZ file:
```
89
Properties=species:S:1:pos:R:3:forces:R:3:lowdin_charge:R:1
C -2.910 -2.549 0.946 0.00 0.02 0.04 -0.07
H -0.087 2.635 3.432 0.00 0.00 0.00 0.10
C 2.017 -1.533 -4.889 -0.05 -0.09 0.02 -0.08
Pb 0.176 -1.319 1.004 0.06 0.04 -0.05 1.54
H 0.109 0.349 -2.900 0.01 0.01 -0.01 0.14
N 0.361 -1.710 -2.549 -0.02 -0.09 -0.22 -0.09
H -0.977 -0.147 -5.037 -0.02 -0.02 0.01 0.15
C -1.377 -2.403 3.623 0.03 -0.05 0.02 -0.17
C -2.207 4.351 1.735 -0.07 0.00 0.23 -0.03
H -0.518 -0.516 5.187 0.02 -0.01 0.00 0.12
C -2.810 2.340 0.379 -0.05 -0.03 0.10 -0.01
C 0.296 7.155 -1.111 0.01 -0.30 0.13 -0.01
C 3.484 -2.864 1.408 0.00 0.01 0.04 -0.24
H 4.556 -2.781 1.227 0.00 -0.02 -0.05 0.14
H -1.640 -1.335 -3.099 -0.02 -0.01 -0.03 0.14
C -1.507 -3.564 2.665 0.01 0.02 -0.01 -0.18
H -3.060 -1.603 1.467 -0.01 -0.02 0.02 0.08
H 1.011 -3.729 -2.544 -0.03 0.00 -0.01 0.14
H 3.153 -3.855 -0.478 -0.02 0.02 0.00 0.08
N -1.102 1.009 0.956 0.17 0.15 -0.06 -0.04
C -2.440 7.150 -0.536 -0.04 0.27 -0.23 -0.18
C -1.580 6.172 0.009 0.04 -0.22 0.05 -0.11
C -1.338 -4.286 0.376 -0.05 0.01 -0.02 -0.07
H -0.041 -0.959 -6.307 0.00 0.02 0.00 0.15
C 3.635 -0.448 1.412 -0.05 0.05 0.06 -0.25
C 1.038 -2.383 4.009 -0.01 -0.03 -0.04 -0.05
H -3.732 2.773 0.028 0.02 0.02 -0.03 0.14
N -0.624 -2.184 -4.700 0.16 0.12 0.08 0.02
C -0.874 -2.093 -3.262 -0.05 -0.05 -0.03 -0.13
H 0.448 -3.312 -6.139 0.00 0.03 0.00 0.16
H 0.881 -2.545 5.079 0.00 -0.01 0.00 0.12
H -2.993 -2.377 -0.127 0.01 0.03 0.00 0.09
H 3.682 0.421 -0.558 -0.02 0.00 0.00 0.08
H 2.156 -1.613 -5.965 0.00 0.02 0.00 0.15
C 3.327 0.670 0.442 -0.01 -0.02 -0.01 -0.07
C -2.286 1.102 0.240 -0.05 -0.13 0.14 -0.13
H 1.948 -1.802 3.875 0.00 0.00 -0.01 0.09
H -1.010 0.257 3.668 -0.01 -0.02 0.01 0.08
C -1.973 8.156 -1.322 0.35 0.13 -0.01 0.13
C -0.890 2.205 1.490 -0.25 -0.10 0.27 -0.34
H 2.250 0.871 0.385 0.01 0.04 0.02 0.03
H 1.034 1.852 2.314 0.00 0.00 -0.01 0.07
H -2.613 8.962 -1.659 -0.01 -0.07 -0.14 0.16
O 2.856 -1.608 1.055 0.05 -0.09 0.05 -0.37
C 0.287 -3.270 -5.065 0.01 -0.13 -0.09 -0.06
H -3.707 -3.236 1.244 0.01 -0.02 -0.03 0.12
C 1.340 -2.756 -2.909 0.03 -0.05 -0.02 -0.12
C -0.181 6.147 -0.307 -0.03 0.11 -0.05 0.08
H -0.327 -4.664 0.519 0.00 -0.02 0.02 0.08
C 2.880 -3.963 0.571 -0.02 0.00 -0.01 -0.05
N 1.482 -2.804 -4.365 -0.01 0.15 0.06 0.04
C -0.194 -0.879 -5.232 -0.05 -0.05 -0.02 -0.09
H 4.694 -0.706 1.374 0.00 0.01 -0.02 0.13
H 1.787 -0.167 -2.643 -0.01 0.02 0.01 0.13
H -2.041 -5.093 0.602 -0.02 0.01 -0.01 0.12
H 3.235 -4.936 0.910 0.00 0.00 0.00 0.11
H 3.411 -0.158 2.444 0.00 -0.03 0.01 0.12
H 3.347 -3.057 2.474 0.03 0.04 0.01 0.11
C 0.234 2.586 2.390 0.03 0.02 -0.04 0.01
H 0.713 0.175 4.125 0.00 0.01 -0.01 0.09
N -1.580 -3.120 1.251 0.01 -0.05 0.04 -0.40
H 2.310 -2.514 -2.476 0.01 -0.01 -0.02 0.14
H -0.052 -4.234 -4.691 -0.02 0.02 0.06 0.16
H 3.825 1.587 0.757 0.00 0.00 0.00 0.10
H -0.655 -4.239 2.758 0.00 0.00 0.02 0.13
H -1.427 -2.776 4.650 0.02 0.03 0.01 0.15
N -3.738 6.910 -0.078 0.11 -0.25 0.32 0.16
C -0.563 8.136 -1.629 -0.43 0.22 0.07 0.09
N -1.925 3.034 1.184 0.11 0.20 -0.43 0.00
H 0.471 5.359 0.044 -0.01 0.04 0.11 0.12
H -1.476 -3.999 -0.666 0.03 0.01 0.00 0.08
N -0.110 -1.644 3.433 -0.15 0.15 -0.03 -0.38
H -3.177 4.301 2.228 0.04 0.08 0.11 0.15
H 2.976 -1.331 -4.413 0.00 -0.02 0.01 0.15
H -2.398 -4.146 2.921 0.00 -0.01 -0.02 0.15
H -2.206 -1.703 3.501 -0.01 -0.01 -0.01 0.13
H 1.785 -3.968 0.650 0.01 -0.02 0.03 0.04
C 0.843 -0.425 -3.124 -0.01 -0.05 0.03 -0.15
N -3.712 5.922 0.680 -0.29 0.21 -0.26 0.13
H 1.348 7.185 -1.359 -0.01 0.02 -0.05 0.14
N 1.047 -0.485 -4.566 0.06 0.07 -0.05 -0.06
N -2.378 5.426 0.766 0.20 -0.30 -0.02 0.02
H -2.712 0.261 -0.280 0.03 0.03 -0.06 0.10
H 1.158 -3.351 3.526 0.01 0.00 -0.01 0.09
C -0.240 -0.350 4.143 0.07 -0.01 0.06 -0.07
H -1.458 4.625 2.473 0.11 -0.04 -0.09 0.15
H -1.234 -3.057 -2.901 0.02 -0.01 0.00 0.13
H -0.168 8.909 -2.276 0.02 0.00 0.02 0.15
H 0.656 3.557 2.131 0.01 -0.01 -0.03 0.09
```
Positions in Å, forces in eV/Å.

As for the spin multiplicity: 1. For the LUMO energy (spin up / spin down), the calculation gives -12.62 / -13.27 eV. As for the total charge: +4. The total energy comes out at -52439.6845 eV.